This record from the Open Molecules 2025 dataset describes a cluster of 2 separate species, C7H16BO6S in total at a distorted geometry. The level of theory is ωB97M-V/def2-TZVPD.

Positions of all 31 atoms, in Å:
C1 -2.90 -0.80 3.96
C2 -2.41 -0.44 2.92
C3 -1.86 -0.24 1.52
C4 -1.06 1.09 1.45
C5 -0.52 1.27 -0.04
O1 -0.89 0.14 -0.89
S1 0.04 0.21 -2.33
O2 -0.52 -0.80 -3.19
O3 1.62 -0.12 -1.94
B1 1.78 -1.20 -1.03
O4 1.07 -2.39 -1.23
O5 2.63 -1.18 0.06
C6 3.34 0.06 0.24
C7 4.47 0.28 -0.83
H1 -3.39 -1.35 4.75
H2 -1.26 -1.13 1.28
H3 -2.75 -0.14 0.86
H4 -0.16 1.10 2.08
H5 -1.68 1.97 1.69
H6 -0.93 2.21 -0.48
H7 0.58 1.32 -0.04
H8 0.63 -2.58 -0.40
H9 3.86 -0.02 1.21
H10 2.66 0.93 0.32
H11 5.35 0.77 -0.38
H12 4.06 0.96 -1.60
H13 4.71 -0.68 -1.32
O6 -4.20 0.34 -1.47
H14 -4.49 0.68 -2.35
H15 -3.22 0.17 -1.46
H16 -4.70 -0.46 -1.21

Output
Net charge: +1
Calculated total energy (eV): -31306.70702
E_HOMO (eV): -12.944
Gap between HOMO and LUMO (eV): 8.0

=====

This record from the Open Molecules 2025 dataset describes a cluster of 2 separate species, C6H10O in total. The level of theory is ωB97M-V/def2-TZVPD.

Positions of all 17 atoms, in Å:
C1 -1.99 0.18 1.25
C2 -1.82 1.23 0.43
C3 -0.79 -1.26 -0.14
C4 0.73 -1.15 0.07
C5 1.64 -0.66 -1.08
C6 1.58 0.67 -0.33
O1 1.01 0.05 0.83
H1 -1.30 0.00 2.07
H2 -2.91 -0.39 1.24
H3 -2.58 1.51 -0.30
H4 -0.96 1.89 0.52
H5 -1.03 -0.77 -1.11
H6 1.11 -2.04 0.59
H7 2.64 -1.11 -1.05
H8 1.25 -0.70 -2.10
H9 2.53 1.17 -0.08
H10 0.89 1.40 -0.78

Output
Calculated total energy (eV): -8425.28134
E_HOMO (spin up / spin down) (eV): -8.139 / -8.141
Gap between HOMO and LUMO (spin up / spin down) (eV): 7.9 / 7.9

=====

This record from the Open Molecules 2025 dataset describes an isolated molecule of C3H6NOP at a distorted geometry. The level of theory is ωB97M-V/def2-TZVPD.

Positions of all 12 atoms, in Å:
C1 2.82 0.05 -0.10
C2 1.60 0.02 0.20
N1 0.41 -0.34 0.40
P1 -0.93 0.59 0.20
C3 -2.07 -0.70 -0.13
O1 -0.69 1.70 -0.76
H1 3.72 0.46 0.43
H2 2.92 0.10 -1.16
H3 -1.17 1.12 1.55
H4 -2.15 -1.47 0.74
H5 -1.39 -1.16 -0.88
H6 -3.08 -0.37 -0.49

Output
Calculated total energy (eV): -16033.43755
E_HOMO (eV): -9.468
Gap between HOMO and LUMO (eV): 10.0